Entry 1:
The following is a quantum chemistry calculation of 2 unconnected molecules or ions with the total composition C6H8O2 at a distorted geometry, from OMol25.

Element x y z (Å)
C (-0.30, 1.57, 0.85)
C (-0.31, 1.50, -0.53)
C (-0.40, 0.29, -1.23)
C (-0.57, -0.80, -0.42)
O (-0.92, -2.00, -1.01)
C (-0.41, -0.83, 0.97)
C (-0.27, 0.39, 1.62)
H (-0.10, 2.55, 1.43)
H (0.00, 2.40, -1.09)
H (-0.46, 0.13, -2.25)
H (-1.79, -1.84, -1.54)
H (-0.45, -1.64, 1.64)
H (-0.12, 0.51, 2.69)
H (1.97, -0.43, -1.11)
H (2.18, -0.69, 0.40)
O (1.94, -1.10, -0.44)

Results
relative energy (zero: lowest compared OMol25 entry of this formula, charge and spin): 29.7 kcal per mole
HOMO level: -8.571 eV
SMILES: Oc1ccccc1.O
total energy: -383.8628 Ha
charge: 0


Entry 2:
The following is a quantum chemistry calculation of a single C6H8O2 molecule at a distorted geometry, from OMol25.

Element x y z (Å)
C (-2.46, -0.03, 0.14)
C (2.49, -0.07, 0.13)
C (0.04, 0.70, -0.25)
C (-1.12, -0.24, -0.46)
C (1.01, -0.20, -0.03)
C (0.22, -1.50, -0.15)
O (-0.90, -1.31, -1.23)
O (-0.06, 2.03, -0.30)
H (0.78, 2.43, -0.04)
H (-0.23, -1.85, 0.79)
H (-2.40, -0.02, 1.23)
H (-3.17, -0.79, -0.19)
H (-2.84, 0.95, -0.17)
H (3.00, -0.90, -0.38)
H (2.77, -0.10, 1.18)
H (2.86, 0.88, -0.26)

Results
relative energy (zero: lowest compared OMol25 entry of this formula, charge and spin): 113.5 kcal per mole
HOMO level (alpha / beta): -7.287 / -7.288 eV
SMILES: CC1=C(O)[C@@]2(C)O[C@@H]12
total energy: -383.7293 Ha
charge: 0